No. 1
{
  "formula": "C35H47AsCeCl3N7Si",
  "method": "the ωB97M-V functional and the def2-TZVPD basis",
  "symbols": ["Ce", "C", "C", "C", "C", "C", "C", "As", "N", "C", "C", "C", "C", "C", "C", "C", "C", "C", "C", "C", "C", "C", "C", "C", "C", "C", "C", "H", "H", "H", "H", "H", "H", "H", "H", "H", "H", "H", "H", "H", "H", "H", "H", "H", "H", "H", "H", "H", "H", "H", "H", "H", "H", "H", "C", "C", "C", "C", "N", "N", "C", "H", "H", "H", "H", "H", "H", "H", "H", "Cl", "Si", "Cl", "Cl", "C", "N", "C", "N", "C", "N", "C", "N", "C", "C", "H", "H", "H", "H", "H", "H", "H", "H", "H", "H", "H", "H"],
  "coordinates": [[4.886488, -5.967532, 18.298598], [4.921666, 2.857567, 19.201985], [5.493058, 1.501494, 18.985966], [6.463928, 1.231726, 17.952444], [6.958364, -0.080792, 17.776938], [8.074074, -0.233123, 16.773568], [6.498116, -1.165852, 18.531650], [7.089958, -3.156489, 18.326899], [6.126417, -4.469480, 19.539250], [6.660291, -5.038244, 20.707116], [5.843871, -5.014722, 21.869131], [6.199668, -5.777366, 23.016592], [7.407233, -6.537283, 23.016178], [8.161259, -6.582309, 21.873610], [7.870848, -5.816728, 20.747900], [8.893373, -3.174329, 19.175984], [9.137619, -2.831095, 20.526001], [8.113868, -2.055851, 21.316428], [10.368480, -3.096566, 21.119805], [11.357976, -3.840015, 20.452588], [12.657226, -4.324113, 21.090062], [11.176401, -3.978074, 19.041423], [9.983069, -3.593856, 18.369084], [9.937555, -3.730989, 16.875436], [5.276853, -0.913566, 19.289089], [4.477466, -2.023093, 19.866438], [4.904104, 0.390891, 19.545219], [3.919195, 2.939272, 18.711246], [5.515725, 3.641363, 18.714363], [4.748528, 3.154792, 20.272022], [6.778251, 2.069472, 17.342413], [8.442850, 0.769991, 16.472791], [7.726353, -0.759238, 15.835097], [8.958394, -0.734945, 17.257054], [5.020892, -4.356690, 21.854572], [5.554505, -5.827740, 23.924915], [7.784993, -6.980417, 23.947766], [9.066727, -7.172216, 21.757987], [8.506324, -5.805817, 19.901624], [8.266713, -0.997406, 21.054048], [8.305411, -2.149886, 22.418594], [7.046935, -2.351664, 21.145454], [10.428816, -2.805022, 22.158910], [12.531680, -5.139203, 21.811948], [13.099431, -3.536345, 21.675277], [13.309614, -4.624738, 20.315618], [11.923298, -4.374030, 18.422371], [10.803966, -3.263719, 16.374550], [9.097114, -3.131542, 16.508689], [9.952746, -4.767244, 16.573617], [5.065729, -2.799527, 20.353674], [3.809688, -2.437211, 19.085164], [3.793676, -1.516007, 20.602824], [4.033608, 0.544834, 20.254988], [7.128234, -11.564774, 19.026781], [6.068739, -10.547677, 18.905630], [4.819803, -10.542648, 18.226213], [4.335025, -9.262124, 18.244741], [5.241623, -8.444578, 18.807460], [6.240168, -9.254092, 19.310111], [3.060046, -8.696554, 17.754358], [7.047983, -12.067693, 19.982754], [8.123028, -11.030274, 18.974861], [7.033072, -12.300153, 18.191958], [4.295425, -11.343122, 17.656175], [6.903983, -8.770808, 19.895940], [2.270073, -8.619606, 18.470322], [2.797362, -9.203471, 16.835000], [3.176627, -7.629969, 17.447602], [2.568986, -6.031833, 20.195304], [1.658084, -4.021849, 19.515987], [2.708546, -4.292942, 17.205699], [-0.234490, -4.704494, 18.985936], [4.693926, -7.214578, 15.003142], [5.501934, -6.219114, 15.762134], [5.251063, -4.893573, 15.174140], [5.601140, -4.900301, 13.698874], [4.784914, -5.932953, 12.936011], [5.007144, -7.314603, 13.534766], [6.476659, -7.643643, 13.450456], [7.323656, -6.623154, 14.162007], [6.935763, -6.522433, 15.583607], [6.977973, -5.291685, 13.556082], [3.586832, -7.045648, 15.104075], [4.909289, -8.232554, 15.383279], [5.881465, -4.148688, 15.671848], [4.174628, -4.675892, 15.323989], [4.974681, -6.003050, 11.874458], [3.710703, -5.692250, 13.066729], [6.811817, -7.696906, 12.391340], [6.518991, -8.642195, 13.950568], [7.574705, -5.754838, 16.067940], [7.157134, -7.507829, 16.043661], [7.273984, -5.313543, 12.492335], [7.716802, -4.580460, 13.982944]],
  "forces_ev_per_a": [[0.551, 2.001, 1.754], [-0.846, 1.237, 0.156], [0.999, -0.538, -2.352], [-1.444, -0.476, 2.180], [0.992, 0.410, -0.514], [0.721, -0.093, -0.469], [-3.097, -0.132, 1.037], [0.470, 0.567, 0.449], [-0.066, -0.110, -1.929], [0.245, -1.278, 0.613], [1.529, -1.617, 0.774], [0.356, 0.062, -0.309], [-1.305, 0.821, 0.841], [1.097, 0.292, -1.406], [-2.176, 0.549, 0.476], [0.400, 0.032, -0.642], [-0.576, 0.003, -0.444], [-0.228, -0.053, 0.963], [-0.321, -0.897, -0.284], [-0.009, 0.487, -1.289], [-1.501, 0.365, 0.570], [-1.892, 0.898, 1.420], [0.601, -0.656, 1.602], [0.150, 1.077, -0.089], [2.541, -0.610, -0.541], [-1.498, 1.168, 0.674], [-1.461, -0.134, 1.507], [0.647, -0.259, 0.377], [0.041, -0.233, 0.291], [0.371, -0.511, -0.919], [0.395, -0.236, -0.029], [-0.259, -0.673, 0.057], [0.534, 0.324, 1.018], [-0.808, 0.147, -0.665], [-1.113, 0.356, 0.158], [0.585, 0.412, -0.928], [-0.485, -0.130, -0.557], [-0.021, 0.001, 0.595], [0.643, -0.093, -0.742], [-0.455, -0.213, 0.122], [-0.174, 0.051, -0.983], [0.979, 0.338, -0.025], [0.462, -0.110, 0.114], [-0.276, -0.046, -0.334], [0.307, 0.485, 0.056], [0.896, -0.380, -0.637], [1.236, -0.558, -0.545], [-0.103, -0.189, 0.512], [-0.119, -0.617, -0.328], [-0.403, -0.325, -0.304], [-0.252, 0.198, -0.086], [0.525, -0.112, 0.369], [0.497, -0.949, -0.445], [1.067, -0.153, -0.922], [0.886, 0.133, -0.458], [-1.263, 1.524, -0.706], [0.233, -1.744, -0.417], [0.862, 0.928, 0.483], [-0.085, 0.606, 1.087], [-1.063, 0.277, -1.383], [0.655, 0.941, -1.144], [0.125, -0.308, 0.126], [-0.964, -0.851, 0.019], [0.182, 0.561, 0.792], [0.840, 0.430, 0.915], [0.437, -0.529, -0.023], [-0.517, -0.562, 0.520], [-0.584, -0.128, -0.027], [-0.052, -0.406, -0.118], [0.867, -0.280, -0.589], [-0.707, 0.208, -0.187], [0.772, -0.850, 0.800], [0.399, -0.013, 0.054], [-0.673, -1.469, -1.389], [-0.433, -0.035, 0.816], [-0.554, 0.250, -2.213], [-0.842, -0.765, 0.300], [-0.646, -0.474, 2.304], [0.753, 1.851, 0.832], [-0.629, -0.029, 0.687], [-1.443, 0.239, -0.055], [1.203, -1.283, -0.645], [2.161, -0.040, -0.378], [1.069, 0.268, 0.053], [-0.045, 0.514, 0.205], [-0.145, -0.041, -0.116], [0.778, 0.132, -0.442], [0.537, 0.433, -0.121], [0.569, -0.054, -0.060], [-0.332, -0.023, 0.778], [0.622, 0.693, -0.481], [-0.506, -0.193, -0.204], [-0.174, 0.405, -0.047], [-0.443, -0.178, 0.316], [-0.798, -0.035, 0.149]],
  "mulliken_charge": [0.68, -1.52, 0.37, -1.00, 0.88, -1.24, -0.31, 1.10, 0.17, 0.41, -0.28, -0.79, -0.67, -0.73, -0.59, 0.24, 1.02, -1.43, -0.73, 0.58, -1.49, -0.96, 0.29, -1.69, 1.10, -0.74, -0.98, 0.31, 0.39, 0.35, 0.40, 0.42, 0.24, 0.10, 0.59, 0.41, 0.44, 0.59, 0.55, 0.37, 0.49, -0.04, 0.46, 0.29, 0.37, 0.41, 0.57, 0.48, 0.15, 0.43, -0.29, 0.10, 0.51, 0.27, -1.12, 0.70, -1.08, 0.59, 0.28, -0.02, -0.74, 0.31, 0.33, 0.33, 0.40, 0.07, 0.36, 0.38, 0.01, -0.33, 0.39, -0.41, -0.21, -0.73, 1.11, -0.60, 0.07, -0.55, -0.02, -0.60, 0.02, -0.49, -0.80, 0.26, 0.18, 0.14, 0.46, 0.34, 0.31, 0.33, 0.32, -0.09, 0.43, 0.39, 0.25],
  "multiplicity": 1,
  "e_lumo_ev": [-8.446, -8.459],
  "total_charge": 2,
  "e_tot_ha": -6125.63831
}

***

No. 2
{
  "formula": "C35H47BrMgN4P2",
  "method": "the ωB97M-V functional and the def2-TZVPD basis",
  "symbols": ["N", "C", "C", "C", "C", "C", "C", "Mg", "P", "C", "C", "C", "C", "C", "C", "C", "Br", "H", "H", "H", "H", "H", "H", "H", "H", "H", "H", "P", "C", "C", "H", "H", "H", "H", "H", "C", "C", "H", "H", "H", "H", "H", "C", "C", "H", "H", "H", "H", "H", "C", "C", "H", "H", "H", "H", "H", "C", "C", "H", "H", "H", "H", "H", "C", "C", "H", "H", "H", "H", "H", "N", "C", "C", "C", "C", "C", "C", "C", "N", "C", "C", "N", "C", "H", "H", "H", "H", "H", "H", "H"],
  "coordinates": [[-6.846933, 5.312797, -6.395237], [-6.713364, 5.881790, -5.194107], [-5.930159, 5.316580, -4.180115], [-5.255469, 4.115933, -4.452123], [-5.470724, 3.501498, -5.701098], [-6.284546, 4.134675, -6.646269], [-4.330472, 3.507334, -3.516171], [-0.324703, 0.084414, 0.007149], [5.369992, -0.695839, -0.979162], [-3.532052, 2.497295, -3.962244], [-2.487746, 1.948813, -3.181995], [-1.423054, 1.455569, -3.935397], [-0.204561, 1.240756, -3.337677], [-0.044347, 1.631465, -1.996662], [-1.196228, 1.766549, -1.138103], [-2.428603, 2.004798, -1.779372], [1.766748, 1.444631, -1.226033], [-4.222719, 3.971036, -2.540440], [-3.540737, 2.230838, -5.046169], [-5.807075, 5.798552, -3.217800], [-5.018226, 2.556419, -5.971894], [-7.202340, 6.839276, -5.019357], [-6.415375, 3.673894, -7.628546], [-1.521417, 1.324058, -4.994811], [-3.356720, 2.229341, -1.248882], [0.548817, 0.761825, -3.937883], [-1.211998, 1.683893, -0.008632], [-0.692172, -2.091725, -1.037593], [5.366496, 1.106824, -0.658998], [6.559135, 1.871369, -1.308941], [5.460763, 1.241819, 0.433291], [4.391729, 1.521685, -0.943759], [6.535859, 2.942493, -1.061491], [7.507403, 1.472505, -0.920049], [6.576509, 1.787370, -2.403897], [4.840075, -1.143940, -2.683486], [5.590969, -2.354733, -3.294088], [5.048172, -0.260790, -3.310224], [3.755415, -1.305779, -2.714820], [5.293452, -2.509650, -4.339928], [6.674673, -2.179251, -3.278566], [5.386182, -3.287350, -2.755439], [4.547381, -1.764848, 0.271905], [5.440923, -1.966884, 1.518111], [4.399364, -2.748228, -0.204907], [3.557304, -1.377794, 0.534815], [4.970904, -2.683551, 2.207859], [6.414403, -2.376866, 1.209227], [5.603756, -1.020373, 2.060513], [-0.625896, -3.410059, 0.231579], [-1.684724, -4.509524, 0.194784], [-0.649518, -2.905493, 1.210930], [0.372137, -3.863628, 0.135886], [-2.640977, -4.178511, 0.609335], [-1.866542, -4.897610, -0.811231], [-1.357942, -5.355038, 0.809606], [0.446185, -2.682248, -2.349484], [-0.002049, -2.486708, -3.791062], [0.614171, -3.746296, -2.131409], [1.398496, -2.155096, -2.171192], [-0.839757, -3.136931, -4.057503], [-0.284209, -1.453299, -4.009412], [0.822743, -2.747258, -4.459084], [-2.362839, -2.201959, -1.815947], [-3.513421, -1.728335, -0.950725], [-2.486234, -3.248822, -2.135781], [-2.292423, -1.584962, -2.726847], [-4.432237, -1.799525, -1.530563], [-3.646227, -2.346208, -0.063859], [-3.398092, -0.689507, -0.640949], [0.572541, 1.201483, 10.772386], [0.331103, 0.999562, 9.639951], [0.020381, 0.750016, 8.246063], [-1.319466, 0.628523, 7.845774], [-1.627332, 0.335157, 6.518453], [-0.593602, 0.260289, 5.579268], [0.751876, 0.411689, 5.953412], [1.057285, 0.634413, 7.301844], [-0.921117, 0.093899, 4.222496], [-2.198287, -0.138253, 3.696789], [-2.074918, -0.189047, 2.353881], [-0.736417, 0.055282, 2.016365], [-0.064168, 0.193211, 3.162804], [-2.121509, 0.762525, 8.571444], [-2.660935, 0.192579, 6.213322], [1.559252, 0.345249, 5.219852], [2.101355, 0.735344, 7.628875], [-3.067507, -0.269703, 4.315057], [-2.830292, -0.378721, 1.601398], [0.998626, 0.358628, 3.286585]],
  "forces_ev_per_a": [[-0.563, 0.384, -0.049], [0.547, -0.520, 0.100], [0.187, -0.447, -0.478], [-0.813, 0.224, -0.792], [-0.603, 0.640, -0.298], [0.769, -0.101, 0.894], [0.673, -0.876, -0.988], [1.134, -0.835, 0.310], [3.106, -1.238, -0.233], [-1.590, 1.210, -0.214], [0.591, 0.231, -0.023], [0.421, -0.115, 1.032], [-0.071, 0.416, 0.542], [-0.099, -1.653, 0.982], [-0.188, 0.681, -1.038], [0.470, -0.566, 0.073], [-1.290, -0.168, 0.037], [-0.012, -0.252, 0.067], [-0.008, 0.139, 1.325], [-0.068, 0.084, -0.060], [-0.212, 0.110, 0.029], [-0.011, -0.225, -0.210], [-0.173, 0.324, 0.250], [-0.138, -0.193, -0.314], [0.467, -0.147, 0.120], [0.721, 0.435, 0.159], [0.003, 1.672, -1.103], [-0.777, -0.791, -0.658], [-0.587, 0.452, 0.204], [-0.160, -0.311, 0.060], [-0.157, -0.234, -0.318], [0.220, 0.512, -0.014], [-0.194, -0.325, -0.019], [-0.340, 0.012, -0.182], [-0.055, -0.071, 0.286], [-0.525, 0.273, -0.213], [-0.015, 0.230, 0.201], [-0.107, -0.165, 0.230], [-0.070, -0.038, -0.254], [-0.016, 0.101, 0.250], [-0.309, -0.054, 0.083], [0.063, 0.205, -0.003], [-0.314, 0.274, 0.047], [-0.199, 0.057, -0.117], [0.031, 0.395, -0.068], [-0.231, -0.143, 0.287], [0.119, 0.229, -0.135], [-0.327, 0.252, 0.140], [0.021, -0.363, -0.222], [0.271, 0.041, 0.666], [-0.207, -0.266, 0.011], [0.065, -0.268, -0.180], [-0.148, 0.228, 0.079], [0.139, 0.007, -0.140], [0.085, 0.024, 0.112], [-0.010, 0.181, -0.119], [0.460, 0.087, 0.229], [0.031, -0.082, -0.282], [0.035, 0.230, -0.146], [-0.162, -0.305, -0.099], [0.071, 0.137, 0.094], [-0.003, -0.097, 0.043], [-0.075, 0.039, 0.067], [0.606, 0.057, -0.288], [-0.206, -0.239, -0.021], [-0.093, 0.379, 0.059], [-0.091, -0.227, 0.227], [-0.101, 0.097, 0.089], [0.023, 0.025, 0.044], [0.024, 0.145, -0.029], [-0.642, -0.553, -3.081], [0.554, 0.506, 2.582], [0.018, 0.027, -0.187], [0.134, -0.187, -0.133], [0.491, 0.208, 0.079], [0.501, 0.290, 1.371], [-0.328, -0.029, 0.551], [-0.100, -0.008, -0.167], [-0.285, -0.237, -2.235], [0.615, -0.072, 0.364], [0.699, 0.316, -0.042], [0.098, -0.202, 0.176], [-1.307, -0.056, 0.408], [0.269, -0.144, -0.156], [0.242, 0.170, 0.237], [-0.277, 0.019, 0.410], [-0.579, -0.063, -0.207], [0.069, -0.008, -0.032], [0.086, 0.073, 0.182], [-0.288, 0.048, -0.244]],
  "mulliken_charge": [-0.55, -0.32, -0.53, 0.77, -0.46, -0.37, -0.17, 0.87, 0.01, -0.73, 1.16, -0.76, -0.43, -0.55, 0.10, -0.55, -0.06, 0.39, 0.06, 0.37, 0.39, 0.37, 0.35, 0.40, 0.51, 0.61, 0.42, 0.58, 0.10, -1.22, 0.28, -0.30, 0.38, 0.34, 0.30, 0.14, -1.26, 0.33, -0.24, 0.39, 0.36, 0.30, 0.05, -1.27, 0.29, -0.09, 0.38, 0.36, 0.31, -0.51, -1.31, 0.25, 0.55, 0.31, 0.30, 0.42, -0.01, -1.35, 0.54, -0.16, 0.39, 0.18, 0.43, -0.83, -0.99, 0.59, 0.41, 0.45, 0.20, 0.03, -0.42, -0.06, 0.42, -1.06, -0.46, 2.19, -0.58, -1.06, 0.34, -0.26, -0.80, -0.37, -0.21, 0.44, 0.27, 0.23, 0.43, 0.45, 0.37, 0.43],
  "e_above_lowest_kcal_mol": 0.0,
  "multiplicity": 1,
  "e_lumo_ev": -6.036,
  "total_charge": 2,
  "e_tot_ha": -5037.15256
}